# 1
This record from the Open Molecules 2025 dataset describes a molecular structure, C18H32BFHgO2Sb2. The level of theory is wB97M-V/def2-TZVPD.

XYZ file:
```
57
Properties=species:S:1:pos:R:3:forces:R:3:nbo_charge:R:1
Hg -0.109221 0.830703 -3.357873 0.01 -0.34 0.26 0.418
C 3.596801 1.982309 -2.269479 -0.02 0.00 0.01 -1.013
Sb 2.756527 0.123818 -1.605489 -0.04 0.11 -0.21 1.111
C 4.327454 -0.985012 -2.707955 0.00 0.05 -0.01 -1.067
C 3.928055 0.085979 0.219785 0.03 -0.04 0.00 -0.769
C 3.821402 -1.167351 1.015995 -0.13 0.05 0.12 -0.021
C 4.682185 -2.235648 0.771036 0.05 0.01 0.04 -0.213
C 4.603518 -3.417779 1.492929 0.02 -0.01 -0.02 -0.237
C 3.648645 -3.547376 2.489520 -0.02 0.00 0.02 -0.239
C 2.787900 -2.490911 2.752451 -0.03 -0.03 -0.04 -0.213
C 2.843529 -1.300770 2.028843 0.11 0.08 -0.10 -0.037
C 1.884295 -0.195255 2.309031 -0.03 -0.08 0.01 -0.762
Sb 0.095532 -0.219889 1.057982 0.09 -0.11 -0.02 1.165
C -0.792999 1.270129 2.345105 -0.03 0.12 -0.08 -1.016
C -0.726652 -1.877907 2.257474 -0.05 0.08 0.03 -1.068
H 4.661069 2.005698 -2.027888 0.00 0.02 0.01 0.201
H 3.069342 2.779765 -1.751592 0.00 0.01 0.00 0.245
H 3.472529 2.087988 -3.347400 -0.01 -0.01 0.00 0.212
H 5.325538 -0.632702 -2.433396 0.00 0.00 0.01 0.196
H 4.185003 -0.810244 -3.777611 -0.01 -0.02 -0.01 0.207
H 4.266621 -2.059794 -2.526555 0.00 0.00 0.02 0.208
H 3.527809 0.948464 0.741391 0.11 0.08 -0.01 0.252
H 4.956329 0.285515 -0.087687 0.01 -0.08 -0.02 0.215
H 5.439097 -2.123163 0.001993 -0.02 -0.01 -0.02 0.203
H 5.291842 -4.228021 1.283535 -0.01 -0.01 -0.01 0.197
H 3.572798 -4.464253 3.062055 0.01 0.01 0.01 0.197
H 2.042835 -2.586768 3.534816 0.01 0.00 0.01 0.201
H 2.330342 0.779558 2.133987 -0.11 0.08 0.03 0.242
H 1.503451 -0.232088 3.331632 0.05 -0.12 0.01 0.211
H -0.526759 1.045949 3.378854 0.00 0.00 0.00 0.208
H -1.879579 1.290911 2.258236 0.00 -0.02 0.02 0.200
H -0.397018 2.245766 2.063602 0.02 0.00 -0.01 0.235
H -0.848937 -1.618611 3.312522 0.01 0.00 0.01 0.198
H -0.051822 -2.732588 2.178039 -0.01 -0.01 -0.01 0.215
H -1.694562 -2.173711 1.846470 -0.02 -0.01 0.03 0.206
F 1.485153 1.680040 -0.147530 -0.06 -0.06 0.06 -0.850
C -4.959900 -0.507636 -1.914851 0.01 -0.03 0.01 -0.633
C -3.972411 0.220669 -1.010001 -0.07 0.00 -0.04 0.238
C -4.281311 -0.064238 0.446202 0.05 -0.03 0.00 -0.622
O -2.654543 -0.296717 -1.323450 -0.01 -0.13 -0.08 -0.757
B -2.090460 0.545473 -2.244250 0.30 0.55 -0.19 0.548
O -2.844377 1.693386 -2.426576 -0.25 -0.13 0.15 -0.770
C -3.831784 1.725315 -1.363481 0.05 0.01 -0.01 0.225
C -5.100059 2.379061 -1.877065 0.02 0.01 -0.02 -0.621
C -3.224604 2.547459 -0.234072 0.01 0.00 -0.01 -0.635
H -4.838860 -1.580613 -1.765437 -0.01 0.00 0.01 0.220
H -4.763330 -0.286994 -2.964454 0.00 0.01 0.00 0.217
H -5.990951 -0.235802 -1.681308 0.00 0.00 0.00 0.203
H -4.411866 -1.137117 0.591583 0.00 0.00 0.00 0.217
H -5.203026 0.439881 0.746903 0.00 -0.01 0.00 0.203
H -3.470147 0.265768 1.091816 0.00 0.02 0.00 0.230
H -5.455748 1.901757 -2.788027 0.00 -0.01 0.00 0.216
H -4.901459 3.428164 -2.097921 0.00 0.00 0.01 0.217
H -5.888117 2.330720 -1.121650 0.00 0.01 0.00 0.204
H -2.299774 2.094637 0.123916 -0.01 -0.01 0.01 0.237
H -3.916506 2.656348 0.603215 0.00 0.00 0.00 0.203
H -2.978794 3.537751 -0.617929 -0.02 0.01 0.00 0.220
```
Forces are in eV/Å.

The net charge is -1. As for the spin multiplicity: 2. The LUMO energy (alpha / beta) is 2.58 / 2.30 eV. The energy is -1614.259246 hartree.

=====

# 2
This record from the Open Molecules 2025 dataset describes a molecular structure, C41H49ClF2GeNO2Si2TeV in a non-equilibrium geometry. The level of theory is wB97M-V/def2-TZVPD.

XYZ file:
```
101
Properties=species:S:1:pos:R:3:forces:R:3:mulliken_charge:R:1
V -0.024397 0.561210 0.630934 -0.69 -0.03 1.03 -0.866
F 5.236669 -0.374525 1.973037 -0.13 0.10 -0.11 -0.466
C 4.290483 0.427731 1.400876 0.12 -0.19 0.06 0.372
C 2.971512 0.048204 1.433267 0.02 0.02 0.03 0.081
C 1.989637 0.873896 0.863718 0.35 -0.12 -0.31 -0.153
C 2.404542 2.095923 0.281684 0.12 0.13 -0.14 0.381
C 3.769911 2.390671 0.225764 -0.06 0.17 0.03 0.614
F 4.211438 3.527575 -0.398074 -0.01 -0.17 0.09 -0.432
C 4.735065 1.588247 0.782786 -0.13 -0.06 -0.03 -0.919
C 1.330251 2.968951 -0.197094 -0.18 -0.30 0.08 0.351
C 1.464846 4.274921 -0.652532 0.11 0.06 -0.06 -1.033
C 0.357765 5.027362 -0.994075 -0.06 -0.09 0.05 -0.707
C -0.905363 4.448475 -0.843437 -0.09 0.12 -0.03 -0.558
C -0.999871 3.161131 -0.393650 0.10 -0.29 0.03 0.116
N 0.079877 2.385639 -0.090455 0.20 0.94 -0.61 0.763
H 2.701613 -0.897989 1.887427 0.00 -0.02 -0.01 0.456
H 5.779993 1.839981 0.723943 0.13 0.03 -0.01 0.504
H 2.453038 4.695752 -0.726748 0.02 0.04 -0.01 0.545
H 0.470359 6.041660 -1.346839 0.00 0.07 -0.03 0.396
H -1.811351 4.991699 -1.070562 -0.05 0.05 -0.01 0.439
H -1.962793 2.674882 -0.267944 0.13 0.07 -0.02 -0.125
C -5.269081 -3.309148 -0.607285 0.11 0.03 0.00 -1.099
Si -3.845136 -3.233845 0.616364 0.05 0.03 0.04 0.167
C -4.358203 -4.166666 2.164430 0.03 0.08 -0.08 -1.091
C -2.325365 -4.014312 -0.131745 -0.12 0.03 -0.08 -0.816
C -3.505865 -1.458334 1.104532 -0.04 -0.03 -0.06 -0.199
Te -3.101436 -0.158236 -0.541956 0.06 0.01 -0.16 -0.148
C -5.120814 0.580417 -0.716663 -0.05 -0.01 0.13 -0.786
Si -5.653232 1.944783 0.447516 0.02 -0.04 0.02 0.312
C -5.373249 1.499097 2.243441 -0.02 0.04 -0.11 -0.934
C -4.735797 3.537849 0.065946 -0.05 -0.08 -0.01 -1.055
C -7.491726 2.252036 0.188195 0.14 0.01 0.01 -1.093
H -5.399590 -4.328125 -0.969786 -0.02 -0.11 -0.04 0.364
H -5.072203 -2.671114 -1.470064 0.02 0.03 -0.05 0.318
H -6.209878 -2.994789 -0.158526 -0.11 0.06 0.08 0.301
H -4.574135 -5.210048 1.943103 -0.03 -0.15 -0.04 0.322
H -5.252743 -3.724709 2.601232 -0.10 0.05 0.06 0.308
H -3.573209 -4.141634 2.917140 0.12 0.02 0.09 0.321
H -2.444258 -5.095768 -0.200510 -0.01 -0.10 -0.02 0.468
H -1.431654 -3.793661 0.445913 0.10 0.02 0.13 0.177
H -2.159331 -3.626503 -1.136783 0.03 0.04 -0.09 0.162
H -2.618577 -1.396961 1.731873 0.07 -0.01 0.09 -0.001
H -4.337595 -1.018426 1.651377 -0.07 0.06 0.04 0.322
H -5.761742 -0.297404 -0.628233 -0.08 -0.05 0.02 0.243
H -5.221012 0.926810 -1.746913 0.02 0.02 -0.07 0.532
H -4.325553 1.281366 2.441720 0.14 -0.03 0.01 0.197
H -5.962038 0.635915 2.548174 -0.08 -0.11 0.03 0.322
H -5.663296 2.337181 2.876887 -0.03 0.08 0.07 0.376
H -3.824482 3.632809 0.650529 0.14 -0.02 0.08 0.280
H -5.366140 4.394845 0.300327 -0.06 0.10 0.03 0.464
H -4.461844 3.606321 -0.985775 0.01 0.01 -0.14 0.318
H -8.079097 1.357910 0.382998 -0.07 -0.15 0.04 0.289
H -7.694551 2.563917 -0.834461 -0.03 0.05 -0.15 0.314
H -7.849172 3.037749 0.851471 -0.05 0.11 0.09 0.306
O 1.323570 -2.384599 0.243221 0.29 -0.29 0.02 -0.525
C 0.487693 -1.732830 -0.347769 -0.32 -0.29 -0.24 0.470
O -0.631665 -1.297683 0.186835 0.44 0.00 -0.23 -0.537
C 0.641389 -1.391881 -1.827108 -0.05 0.02 -0.15 -0.492
C 2.067362 -1.101298 -2.268453 0.04 0.05 0.19 -0.866
Ge 3.496634 -2.441684 -2.186696 0.10 0.01 -0.27 2.307
C 3.600769 -3.958831 -0.978110 -0.11 0.00 0.05 0.101
C 4.074691 -3.816750 0.323073 -0.05 -0.02 0.04 0.131
C 4.151353 -4.905013 1.174750 0.01 -0.02 0.01 -0.898
C 3.745323 -6.158331 0.739351 0.01 -0.06 0.08 -0.532
C 3.265815 -6.314098 -0.549424 -0.02 -0.07 -0.05 -0.737
C 3.200841 -5.220845 -1.402821 0.00 -0.03 -0.04 -0.580
C 5.160045 -1.410679 -2.039798 -0.06 0.09 -0.01 0.050
C 6.309683 -1.909001 -1.436418 0.04 -0.08 0.00 -0.044
C 7.485204 -1.171258 -1.409785 0.02 0.00 0.03 -0.620
C 7.529683 0.085897 -1.987954 0.07 0.07 0.02 -0.500
C 6.393252 0.603224 -2.590661 0.01 0.03 0.00 -0.672
C 5.224528 -0.139633 -2.613530 -0.03 -0.02 0.01 -0.599
C 3.575818 -3.243128 -3.995264 0.03 0.00 0.09 -0.375
C 4.696549 -3.983596 -4.372016 0.00 0.03 0.03 -0.269
C 4.798646 -4.548995 -5.631523 0.03 -0.04 -0.02 -0.773
C 3.769279 -4.391371 -6.548488 0.02 -0.03 -0.07 -0.375
C 2.645708 -3.665709 -6.194896 -0.06 0.01 0.00 -0.732
C 2.556852 -3.096995 -4.929933 -0.08 -0.01 -0.01 -0.161
H 0.009578 -0.518926 -2.037019 0.05 -0.10 -0.03 0.302
H 0.201008 -2.221833 -2.391991 0.01 -0.05 0.02 0.271
H 2.435563 -0.232905 -1.711930 0.00 -0.06 0.01 -0.151
H 2.061225 -0.822072 -3.324647 -0.01 0.13 -0.03 0.829
H 4.367385 -2.845244 0.689461 0.04 0.20 0.06 0.444
H 4.515184 -4.770338 2.184140 0.02 0.00 0.05 0.420
H 3.796788 -7.009672 1.407429 0.00 0.00 0.00 0.361
H 2.938957 -7.287110 -0.895189 0.00 -0.01 0.00 0.388
H 2.832317 -5.362601 -2.411471 -0.02 0.01 -0.05 0.340
H 6.296357 -2.887879 -0.975727 -0.02 -0.08 0.04 0.367
H 8.364279 -1.577261 -0.927986 0.05 -0.03 0.03 0.390
H 8.443488 0.666552 -1.961310 0.01 0.00 0.00 0.362
H 6.414833 1.589990 -3.033722 -0.01 0.04 -0.02 0.393
H 4.349476 0.288994 -3.084302 -0.08 0.02 -0.03 0.301
H 5.508150 -4.120305 -3.668775 0.08 0.00 0.08 0.381
H 5.680836 -5.115026 -5.899675 0.05 -0.03 -0.01 0.382
H 3.844601 -4.834110 -7.533035 0.00 -0.01 -0.04 0.365
H 1.834462 -3.541203 -6.900846 -0.02 0.01 -0.02 0.387
H 1.665483 -2.537869 -4.675977 -0.06 0.05 0.03 0.213
Cl -0.352115 -0.312903 3.408409 -0.05 0.18 0.07 -0.245
C -0.478636 1.293786 2.506562 -0.26 0.05 0.33 -0.749
H 0.206541 1.980371 3.012620 -0.09 -0.13 -0.06 0.425
H -1.509304 1.638532 2.657003 0.06 -0.04 0.10 0.334
```
Forces are in eV/Å.

The net charge is -1. As for the spin multiplicity: 4. The LUMO energy (alpha / beta) is 2.06 / 2.05 eV. The energy is -6324.952161 hartree.